Entry 1:
Entry from the Open Molecules 2025 dataset: a molecular structure, C27H21CaFN4O5 at a distorted geometry (ωB97M-V/def2-TZVPD).

XYZ file:
```
59
C27H21CaFN4O5 | the Open Molecules 2025 dataset | ωB97M-V/def2-TZVPD
Ca -0.2527 -1.7450 0.4279
O -2.8302 -4.3080 4.7713
C -2.2546 -3.1733 5.2596
C -2.3097 -2.9157 6.6280
C -1.7579 -1.7629 7.1548
C -1.1486 -0.8395 6.3155
C -1.1100 -1.0940 4.9547
C -1.6441 -2.2555 4.3976
C -1.5109 -2.4112 2.9155
O -1.3697 -1.3463 2.2182
N -1.5639 -3.6709 2.4432
N -1.1969 -3.6681 1.1153
C -1.3733 -4.6551 0.3387
C -0.8910 -4.4839 -1.0784
C -1.0717 -5.4860 -2.0116
C -0.6346 -5.2878 -3.3108
C -0.0248 -4.0928 -3.6458
C 0.1202 -3.1363 -2.6540
N -0.2976 -3.3129 -1.3986
H -3.2130 -4.7807 5.5196
H -2.7976 -3.6366 7.2767
H -1.8120 -1.5878 8.2227
H -0.7106 0.0650 6.7149
H -0.6467 -0.3883 4.2782
H -1.8719 -5.5711 0.6506
H -1.5501 -6.4112 -1.7167
H -0.7710 -6.0653 -4.0531
H 0.3317 -3.8995 -4.6478
H 0.5949 -2.1850 -2.8644
C 2.8667 5.0203 -0.6546
C 2.9552 3.9922 -1.7709
C 2.7896 4.5703 -3.1640
C 1.3827 5.1106 -3.3640
C 0.3566 4.0595 -3.0208
C -0.9103 4.0939 -3.5474
C -1.8419 3.1099 -3.2186
F -3.0709 3.2077 -3.7625
C -1.5456 2.0727 -2.3954
C -0.2550 2.0058 -1.8456
C 0.0898 0.8798 -0.9803
O -0.7568 -0.0407 -0.8000
C 1.3850 0.9180 -0.3702
C 2.2185 1.9474 -0.6928
N 1.9403 2.9288 -1.5597
C 0.6791 2.9990 -2.1446
C 1.9174 -0.0411 0.7049
O 2.4372 0.4682 1.6826
O 1.7555 -1.2984 0.4518
H 3.6174 5.8004 -0.7973
H 3.0407 4.5530 0.3161
H 1.8804 5.4883 -0.6245
H 3.9192 3.4886 -1.7186
H 2.9922 3.7882 -3.8997
H 3.5344 5.3541 -3.3063
H 1.2397 5.4329 -4.3950
H 1.2290 5.9959 -2.7419
H -1.2001 4.8871 -4.2263
H -2.2679 1.3044 -2.1599
H 3.1902 2.0093 -0.2163
```

- LUMO (eV) = -0.18
- energy (hartree) = -2414.36131
- total charge = 0
- Kohn-Sham gap (eV) = 7.549


Entry 2:
Entry from the Open Molecules 2025 dataset: C6H9N in the gas phase at a distorted geometry (ωB97M-V/def2-TZVPD).

XYZ file:
```
16
C6H9N | the Open Molecules 2025 dataset | ωB97M-V/def2-TZVPD
C -0.5451 1.6182 1.2718
C -0.5875 0.4804 0.2890
C -1.7314 -0.0731 -0.3561
C -1.2992 -1.0907 -1.1948
N 0.0854 -1.2123 -1.0663
C 0.4713 -0.2908 -0.1431
C 1.9153 -0.4714 0.0850
H -1.3784 2.3163 1.1243
H 0.3843 2.1918 1.1679
H -0.6000 1.2633 2.3068
H -2.7516 0.3021 -0.2412
H -1.8749 -1.6451 -1.9175
H 1.0619 -1.5410 -1.4995
H 2.4071 0.4312 0.4787
H 2.2677 -0.9401 -0.9999
H 2.1750 -1.3388 0.6949
```

- LUMO (eV) = 0.93
- energy (hartree) = -288.71874
- total charge = 0
- SMILES = Cc1cc[nH]c1C
- Kohn-Sham gap (eV) = 8.667


Entry 3:
Entry from the Open Molecules 2025 dataset: a gas-phase ion, C9H18N3OS (charge +1) at a distorted geometry (ωB97M-V/def2-TZVPD).

XYZ file:
```
32
C9H18N3OS | the Open Molecules 2025 dataset | ωB97M-V/def2-TZVPD
C -1.7487 -2.0250 1.1345
O -1.0157 -1.4798 0.0546
C -0.4868 -2.4778 -0.8728
C -0.2691 -1.7661 -2.1486
C 0.2521 -0.3464 -1.9079
C 1.6446 -0.2880 -1.2709
C 1.8564 1.1449 -0.8042
N 0.8054 1.6478 0.1176
C -0.0103 2.7019 -0.0490
C -0.8696 3.3062 0.8242
S -1.5714 2.4180 2.2942
N 0.4675 0.6257 1.0642
C 0.7353 0.6611 2.2757
N 1.2866 0.4343 3.2716
H -1.0453 -2.4961 1.8896
H -2.2276 -2.8961 0.6147
H -2.5254 -1.2399 1.5345
H -1.2183 -3.2905 -0.9991
H 0.4751 -2.7024 -0.4732
H 0.5488 -2.2457 -2.6594
H -1.0937 -1.6273 -2.7426
H 0.4412 0.0010 -2.9324
H -0.4952 0.3740 -1.3659
H 1.7125 -0.9863 -0.4440
H 2.3742 -0.5922 -1.9386
H 1.8557 1.8750 -1.6029
H 2.8439 0.9894 -0.2264
H 0.0156 3.0565 -1.1193
H -1.6255 3.8863 0.4985
H -2.0051 3.4303 3.0797
H -0.0937 -0.2827 0.6974
H 0.9864 0.1898 4.2062
```

- LUMO (eV) = -3.60
- energy (hartree) = -990.98884
- total charge = +1
- SMILES = COCCCCCN(/C=C\S)[NH+]=C=N
- Kohn-Sham gap (eV) = 7.979


Entry 4:
Entry from the Open Molecules 2025 dataset: 2 unconnected molecules or ions with the total composition CH2N3O2P at a distorted geometry (ωB97M-V/def2-TZVPD).

XYZ file:
```
9
CH2N3O2P | the Open Molecules 2025 dataset | ωB97M-V/def2-TZVPD
C 2.1375 -0.1515 -0.3809
N 2.8558 -0.7180 -1.0729
N -1.1092 -0.8992 0.8077
N -0.4061 1.2808 -0.3565
O -1.2091 0.8441 -1.1369
O 0.2679 2.2694 -0.4875
P 0.0585 0.2444 1.0568
H -1.4864 -1.3722 1.5840
H -1.1088 -1.4978 -0.0138
```

- LUMO (eV) = -2.35
- energy (hartree) = -695.23109
- total charge = 0
- Kohn-Sham gap (eV) = 8.795


Entry 5:
Entry from the Open Molecules 2025 dataset: a molecular structure, C30H44CrN4OP2Si at a distorted geometry (ωB97M-V/def2-TZVPD).

XYZ file:
```
83
C30H44CrN4OP2Si | the Open Molecules 2025 dataset | ωB97M-V/def2-TZVPD
Cr 0.1626 -0.0049 2.7069
C -2.0936 1.9026 -6.0481
C -2.1954 0.6973 -5.4724
C -1.3739 -0.5147 -5.7875
C -0.0294 -0.2670 -6.5046
C 0.9331 0.5981 -5.7429
C 1.0354 1.9372 -5.7535
C 0.2123 2.8905 -6.5705
C -1.1311 2.3572 -7.1094
C 1.8638 0.7588 3.6849
H -2.8071 2.6905 -5.7769
H -2.9955 0.5165 -4.7446
H -1.9649 -1.2020 -6.4155
H -1.1648 -1.0561 -4.8529
H 0.4597 -1.2494 -6.5736
H -0.2008 0.0611 -7.5334
H 1.6447 0.0079 -5.1576
H 1.8307 2.4228 -5.1783
H 0.8031 3.2382 -7.4340
H 0.0049 3.7840 -5.9642
H -1.6209 3.2148 -7.5922
H -0.9608 1.6206 -7.8992
H 1.4583 1.5569 4.3332
H 2.7549 1.1269 3.1622
H 2.1503 -0.0980 4.3253
P 1.5871 -0.4731 0.8555
P -1.4027 -0.6863 0.8382
N 2.6089 0.8269 0.2555
N 2.8046 -1.7098 1.1170
N -2.1036 0.5515 -0.2163
N -2.8457 -1.6264 1.1401
C 0.8401 -1.0261 -0.7294
C -0.5263 -1.6653 -0.4401
C 2.4193 2.1558 0.6333
C 3.3111 2.9444 -0.0793
C 4.0730 2.0804 -0.9266
C 3.6277 0.7812 -0.7044
C 3.6695 -1.6669 2.2164
C 4.3044 -2.8968 2.3211
C 3.8256 -3.7229 1.2566
C 2.8995 -2.9789 0.5376
C -2.3309 1.8445 0.2563
C -2.8155 2.6238 -0.7899
C -2.8787 1.7922 -1.9520
C -2.4421 0.5244 -1.5714
C -3.9123 -1.9770 0.2993
C -4.6958 -2.9227 0.9578
C -4.0826 -3.1718 2.2318
C -2.9551 -2.3683 2.3197
H 1.5070 -1.7194 -1.2692
H 0.7400 -0.1389 -1.3806
H -1.1153 -1.7860 -1.3609
H -0.3841 -2.6755 -0.0250
H 1.6788 2.4043 1.3816
H 3.3994 4.0169 -0.0018
H 4.8432 2.3842 -1.6187
H 3.9414 -0.1585 -1.1376
H 3.7420 -0.7750 2.8218
H 5.0177 -3.1685 3.0788
H 4.1202 -4.7384 1.0479
H 2.3145 -3.2365 -0.3352
H -2.1188 2.0832 1.2893
H -3.0946 3.6618 -0.7310
H -3.2005 2.0860 -2.9396
H -2.3363 -0.3715 -2.1716
H -4.0308 -1.5332 -0.6784
H -5.5890 -3.3934 0.5833
H -4.4222 -3.8617 2.9853
H -2.2159 -2.2463 3.0969
C 1.3662 -0.8707 6.7718
Si -0.2092 -0.0849 6.0568
C -1.6984 -0.9903 6.8338
C -0.1118 1.6821 6.7539
O -0.5886 -0.2803 4.4915
H 1.2325 -0.8287 7.8571
H 2.2894 -0.3295 6.5348
H 1.4948 -1.9158 6.4756
H -1.7217 -0.9947 7.9268
H -2.6218 -0.5223 6.4644
H -1.7048 -2.0322 6.4823
H 0.8187 2.2101 6.5127
H -0.9475 2.3086 6.4311
H -0.1495 1.5925 7.8438
```

- LUMO (alpha / beta) (eV) = -0.14 / -0.89
- energy (hartree) = -3480.46209
- total charge = 0
- Kohn-Sham gap (alpha / beta) (eV) = 8.127 / 7.790
- 2S+1 = 5